[1]
A 4-piece molecular cluster, C8H16Br8 overall, computed with ωB97M-V/def2-TZVPD.

```
! wB97M-V def2-TZVPD RIJCOSX def2/J DEFGRID3
* xyz 0 1
Br -2.962 -5.610 3.702
Br 3.530 0.442 2.077
Br 0.299 0.413 -1.397
Br -0.274 3.607 -3.872
Br -0.722 1.298 3.044
Br 5.642 -1.695 -1.483
Br -2.668 -2.696 1.512
Br -3.705 5.674 -1.580
C -1.963 -4.476 1.249
C -0.389 1.473 1.128
C 3.858 -0.491 0.370
C -2.353 4.411 -2.185
C -1.450 5.020 -3.249
C 5.354 -0.657 0.196
C -0.107 0.134 0.525
C -2.932 -5.537 1.736
H 5.829 0.302 0.017
H -3.942 -5.300 1.415
H -0.910 -0.587 0.664
H -2.668 -6.511 1.334
H 0.777 -0.349 0.932
H 3.421 -1.473 0.520
H -2.815 3.532 -2.634
H 3.388 0.075 -0.422
H -1.243 1.966 0.676
H -1.744 -4.598 0.190
H -1.014 -4.511 1.777
H -1.741 4.054 -1.361
H 5.798 -1.223 1.003
H -1.962 5.395 -4.127
H 0.472 2.134 1.067
H -0.803 5.783 -2.826
*
```

For the lowest unoccupied orbital energy, the calculation gives 0.0135 Eh. As for the SMILES: BrCCBr.BrCCBr.BrCCBr.BrCCBr. The gap between HOMO and LUMO is 10.666 eV. As for the HOMO energy: -10.3 eV.

[2]
A 5-piece molecular cluster, CH13N2O4 overall, computed with ωB97M-V/def2-TZVPD.

```
! wB97M-V def2-TZVPD RIJCOSX def2/J DEFGRID3
* xyz 1 1
O 3.005 1.057 1.349
O -2.941 -0.408 -1.558
O 0.064 -0.462 3.499
O -1.049 1.824 -2.164
N -0.300 -0.295 0.212
N 0.778 -1.616 -1.329
C 0.725 -1.057 -0.128
H -1.139 2.218 -3.056
H -0.944 -0.101 -0.574
H -3.332 -1.119 -2.072
H 1.496 -1.276 0.682
H 0.186 -1.184 -2.043
H -3.286 0.458 -1.833
H 3.581 1.808 1.241
H 0.305 0.090 4.241
H 1.529 -2.129 -1.723
H -0.314 2.369 -1.842
H -0.843 -0.863 3.692
H -0.538 0.024 1.173
H 3.020 0.662 2.233
*
```

For the lowest unoccupied orbital energy, the calculation gives -0.1032 Eh. The gap between HOMO and LUMO is 11.863 eV. As for the HOMO energy: -14.7 eV.

[3]
C27H31BN11OPtSSe as an isolated structure, computed with ωB97M-V/def2-TZVPD.

```
! wB97M-V def2-TZVPD RIJCOSX def2/J DEFGRID3
* xyz 2 2
Pt 0.605 -0.151 -0.213
Se 2.733 0.849 -1.090
S 2.509 -1.408 0.425
O 1.488 -1.933 -2.312
N -2.096 0.860 -0.766
N 4.126 -1.873 2.436
N -1.307 1.487 1.545
N -4.711 0.111 0.546
N -0.022 1.585 1.096
N 4.830 -0.733 -4.967
N -2.031 -0.865 1.006
N -0.745 -1.305 0.908
N 3.316 0.297 2.386
N -0.873 0.716 -1.325
N -3.772 0.984 1.038
C 3.352 -0.912 1.869
C 4.852 -0.395 4.092
C 4.041 0.553 3.469
C -0.955 1.102 -2.614
C -2.946 1.319 -1.685
C -0.749 -2.611 1.297
C -2.266 1.481 -2.874
C -1.467 2.311 2.593
C 0.526 -1.643 -1.690
C 0.421 -3.529 1.379
C -2.814 -1.840 1.453
C -2.038 -2.965 1.655
C -0.297 3.005 2.796
C -7.149 0.028 0.273
C -0.830 -2.274 -1.883
C 0.582 2.535 1.818
C 4.839 -1.456 -3.850
C -5.731 1.970 1.297
C 3.493 0.905 -3.839
C 3.506 0.127 -2.693
C -5.884 0.692 0.714
C 1.947 3.049 1.513
C 0.200 1.125 -3.542
C 4.878 -1.639 3.529
C -4.387 2.121 1.475
C 4.200 -1.071 -2.681
C 4.174 0.421 -4.952
B -2.342 0.635 0.751
H -2.659 1.840 -3.809
H 0.934 -3.646 0.425
H 2.255 3.755 2.282
H -0.909 -2.586 -2.923
H 1.053 1.577 -3.046
H -3.865 -1.670 1.602
H 1.141 -3.178 2.119
H -6.510 2.661 1.571
H 2.679 2.250 1.457
H -2.389 2.349 3.145
H 1.943 3.583 0.560
H -7.114 -1.044 0.457
H 5.391 -2.388 -3.888
H -0.113 3.773 3.528
H 5.434 -0.165 4.972
H -0.044 1.720 -4.419
H 5.469 -2.466 3.901
H 4.196 1.001 -5.868
H 0.068 -4.510 1.692
H 3.979 1.566 3.852
H 4.244 -1.697 -1.802
H -7.304 0.176 -0.797
H 4.143 -2.792 2.007
H -3.847 2.976 1.839
H 0.485 0.127 -3.880
H -1.652 -1.621 -1.607
H -2.364 -3.923 2.021
H 3.005 1.868 -3.881
H -8.007 0.452 0.791
H -0.873 -3.163 -1.252
H -3.978 1.509 -1.436
*
```

Its expectation value of S² is 0.76. For the lowest unoccupied orbital energy (alpha / beta), the calculation gives -0.2512 / -0.3000 Eh. The gap between HOMO and LUMO (alpha / beta) is 6.701 / 5.374 eV. As for the HOMO energy (alpha / beta): -13.5 / -13.5 eV.

[4]
C3H9N3OS in the gas phase, computed with ωB97M-V/def2-TZVPD.

```
! wB97M-V def2-TZVPD RIJCOSX def2/J DEFGRID3
* xyz 0 1
S 0.131 -0.504 -2.847
O 0.811 -2.717 -1.038
N -0.983 1.767 -0.991
N 0.584 -1.555 -0.333
N -0.555 0.480 -0.411
C 0.133 -0.490 -1.092
C 0.841 0.545 1.855
C -0.588 0.621 1.004
H 1.584 1.378 1.572
H 0.408 -2.284 -1.981
H -0.126 2.079 -1.354
H 0.686 0.386 2.953
H -0.521 -1.764 0.256
H -1.341 1.368 1.394
H -1.425 1.471 -1.968
H 1.441 -0.434 1.556
H -1.081 -0.347 1.425
*
```

For the lowest unoccupied orbital energy, the calculation gives 0.0057 Eh. As for the SMILES: CCN(N)C(=S)NO. The gap between HOMO and LUMO is 9.332 eV. As for the HOMO energy: -9.2 eV.

[5]
C5H11NO3S in the gas phase, computed with ωB97M-V/def2-TZVPD.

```
! wB97M-V def2-TZVPD RIJCOSX def2/J DEFGRID3
* xyz 0 1
S -1.519 -0.293 0.117
O 2.117 -1.671 -0.016
O -2.431 0.758 -0.140
O -1.336 -0.524 1.517
N 0.799 1.107 -0.317
C 0.197 2.387 -0.112
C 0.006 -0.053 -0.710
C -2.088 -1.867 -0.561
C 1.356 -0.843 0.682
C 1.638 0.619 0.764
H -1.247 -2.500 -0.416
H -0.134 -0.416 -1.759
H -2.112 -1.725 -1.651
H -0.955 2.223 -0.070
H 2.457 -1.305 -0.750
H 2.675 0.751 0.448
H -2.912 -2.329 -0.059
H 0.512 2.913 0.793
H 1.532 1.089 1.734
H 0.301 3.047 -1.121
H 1.144 -1.369 1.625
*
```

For the lowest unoccupied orbital energy, the calculation gives 0.0139 Eh. The gap between HOMO and LUMO is 8.958 eV. As for the HOMO energy: -8.6 eV.

[6]
A 2-piece molecular cluster, C5H6O overall, computed with ωB97M-V/def2-TZVPD.

```
! wB97M-V def2-TZVPD RIJCOSX def2/J DEFGRID3
* xyz 0 1
O 0.743 1.327 -2.137
C 0.298 -1.019 1.152
C -0.587 0.050 0.909
C -1.346 -0.547 -0.196
C 1.408 1.173 -1.144
C -0.792 -1.702 0.687
H 1.154 -1.212 1.782
H -2.426 -0.399 -0.246
H -0.872 -0.532 -1.175
H 1.495 1.952 -0.363
H 1.973 0.239 -0.952
H -1.048 0.671 1.682
*
```

For the lowest unoccupied orbital energy, the calculation gives 0.0214 Eh. As for the SMILES: C1=C2C[C@H]12.C=O. The gap between HOMO and LUMO is 9.247 eV. As for the HOMO energy: -8.7 eV.

> Which formula does entry 1 have?

C8H16Br8